The following is a quantum chemistry calculation of a structure of composition C16H16FeO5 at a distorted geometry, from OMol25.

The geometry in XYZ format:
```
38
C16H16FeO5, DFT ωB97M-V with the def2-TZVPD basis set
C 0.088 -2.084 1.178
C 0.045 -0.588 1.559
C 1.256 0.150 0.796
C 1.220 1.661 0.610
O 2.289 -0.418 0.419
C -1.331 0.102 1.255
C -2.504 -0.547 0.533
O -1.538 1.252 1.674
H -0.947 -2.505 1.162
H 0.536 -2.169 0.133
H 0.699 -2.764 1.881
H 0.300 2.167 0.964
H 2.127 2.144 1.075
H 1.340 1.833 -0.489
H -2.465 -1.627 0.352
H -3.432 -0.333 1.114
H -2.616 -0.033 -0.450
O -0.132 -2.007 9.704
C -0.063 -2.076 8.557
Fe -0.206 -1.439 6.960
C -1.733 -0.543 6.921
O -2.580 0.193 7.225
C 0.509 0.071 7.436
O 0.927 1.180 7.746
C 0.448 -0.474 2.972
C 1.847 -0.880 3.369
C 2.166 -1.349 4.636
C 1.522 -2.066 5.705
C 0.313 -2.797 5.458
C -0.704 -2.061 4.736
C -0.570 -0.924 3.897
H 0.401 0.636 2.859
H 2.627 -0.557 2.699
H 3.252 -1.069 4.876
H 2.255 -2.384 6.475
H 0.107 -3.811 5.869
H -1.676 -2.643 4.632
H -1.399 -0.127 4.067
```

The value obtained for the energy above the lowest of the compared OMol25 structures with the same formula, charge and spin is 1.761 eV. The net charge is 0. The value obtained for the gap between HOMO and LUMO (spin up / spin down) is 6.677 / 6.377 eV. The calculation puts the HOMO energy (spin up / spin down) at -0.2357 / -0.3194 Eh. The total energy is -2258.9136 hartree. Its multiplicity is 5.

The following is a quantum chemistry calculation of a cluster of 2 separate species, C2H2Cl2O2 in total at a distorted geometry, from OMol25.

The geometry in XYZ format:
```
8
C2H2Cl2O2, DFT ωB97M-V with the def2-TZVPD basis set
C -2.120 -0.044 0.769
C 0.955 -0.016 -0.484
O -2.945 0.692 0.566
O 1.640 -0.248 0.560
Cl 0.164 -1.477 -1.208
Cl -0.330 1.319 -0.387
H 0.953 -0.670 1.277
H 1.682 0.444 -1.092
```

The value obtained for the energy above the lowest of the compared OMol25 structures with the same formula, charge and spin is 2.164 eV. The net charge is 0. The value obtained for the gap between HOMO and LUMO is 11.376 eV. The calculation puts the HOMO energy at -0.3954 Eh. The total energy is -1148.2268 hartree.

The following is a quantum chemistry calculation of a structure of composition C11H24AgF6O7 at a distorted geometry, from OMol25.

The geometry in XYZ format:
```
49
C11H24AgF6O7, DFT ωB97M-V with the def2-TZVPD basis set
Ag -0.245 0.126 -0.367
C 0.710 -2.642 -0.218
O 1.679 -1.661 -0.527
O -0.492 -2.055 -0.293
C 0.788 -3.828 -1.178
F 0.971 -3.444 -2.453
F 1.813 -4.650 -0.853
F -0.331 -4.557 -1.136
C 3.052 -2.011 -0.582
C 3.843 -0.737 -0.773
H 3.637 -0.052 0.047
H 4.901 -0.993 -0.849
H 3.577 -0.267 -1.723
H 3.265 -2.699 -1.404
H 3.364 -2.457 0.371
H 0.910 -3.016 0.809
C -0.146 0.183 2.505
O -1.378 0.248 1.823
O 0.810 0.497 1.606
C -0.099 1.166 3.661
F -0.627 2.356 3.347
F -0.782 0.698 4.718
F 1.156 1.372 4.068
C -2.541 -0.320 2.404
C -3.692 -0.114 1.435
H -3.509 -0.679 0.517
H -4.626 -0.468 1.870
H -3.787 0.941 1.170
H -2.767 0.121 3.378
H -2.394 -1.395 2.578
H 0.015 -0.837 2.902
C -1.153 3.400 0.417
O -1.408 2.204 -0.334
H -0.318 3.194 1.072
H -0.934 4.240 -0.248
H -2.015 3.664 1.035
H -2.142 2.347 -0.937
C -1.395 -0.202 -3.350
O -1.987 -0.071 -2.032
H -0.718 -1.053 -3.335
H -2.164 -0.336 -4.108
H -0.841 0.708 -3.593
H -2.933 0.021 -2.163
C 1.896 2.455 -1.313
O 1.248 1.273 -1.802
H 1.424 2.717 -0.372
H 2.957 2.272 -1.141
H 1.765 3.293 -2.004
H 1.646 1.045 -2.647
```

The value obtained for the energy above the lowest of the compared OMol25 structures with the same formula, charge and spin is 0.000 eV. The net charge is 0. The value obtained for the gap between HOMO and LUMO (spin up / spin down) is 9.091 / 6.546 eV. The calculation puts the HOMO energy (spin up / spin down) at -0.3308 / -0.3141 Eh. The total energy is -1706.2494 hartree. Its multiplicity is 2.